# 1
Below is an isolated ion of composition C18H29N2O2S and charge +1 in a non-equilibrium geometry, with properties calculated with wB97M-V/def2-TZVPD.

Output
HOMO-LUMO gap in eV: 7.9
Structure (SMILES): CCS(=O)(=O)[NH+]1CCN([C@H]2CC[C@H](c3ccccc3)CC2)CC1
Relative energy (zero: lowest compared OMol25 entry of this formula, charge and spin) in kJ/mol: 0.0
LUMO in eV: -2.9

ORCA input file:
```
! RIJCOSX wB97M-V def2-TZVPD def2/J DEFGRID3
* xyz 1 1
C -5.948 -2.369 -0.275
C -6.013 -1.147 0.607
S -5.202 0.276 -0.186
O -5.689 1.505 0.325
O -4.969 0.084 -1.567
N -3.424 0.291 0.514
C -2.775 1.453 -0.128
C -1.324 1.566 0.340
N -0.638 0.347 -0.019
C 0.821 0.426 -0.075
C 1.393 -0.687 -0.954
C 2.892 -0.469 -1.148
C 3.615 -0.457 0.204
C 5.102 -0.269 0.032
C 5.986 -1.244 0.474
C 7.352 -1.085 0.325
C 7.856 0.058 -0.270
C 6.985 1.037 -0.714
C 5.620 0.875 -0.564
C 3.018 0.630 1.104
C 1.518 0.419 1.290
C -1.210 -0.765 0.696
C -2.667 -0.938 0.246
H -6.623 -3.132 0.108
H -4.949 -2.792 -0.320
H -6.259 -2.117 -1.285
H -7.035 -0.796 0.744
H -5.553 -1.276 1.583
H -3.474 0.470 1.521
H -3.349 2.349 0.113
H -2.805 1.284 -1.206
H -0.858 2.408 -0.172
H -1.304 1.770 1.426
H 1.040 1.378 -0.569
H 1.240 -1.661 -0.486
H 0.882 -0.687 -1.918
H 3.059 0.477 -1.664
H 3.303 -1.264 -1.772
H 3.447 -1.427 0.686
H 5.601 -2.141 0.940
H 8.024 -1.855 0.675
H 8.922 0.185 -0.387
H 7.371 1.932 -1.180
H 4.956 1.651 -0.917
H 3.517 0.612 2.075
H 3.193 1.612 0.660
H 1.113 1.212 1.925
H 1.348 -0.538 1.788
H -0.661 -1.674 0.454
H -1.190 -0.627 1.793
H -3.125 -1.776 0.774
H -2.702 -1.110 -0.831
*
```


# 2
Below is a 5-piece molecular cluster, C18H29N3O17S5 overall in a non-equilibrium geometry, with properties calculated with wB97M-V/def2-TZVPD.

Output
HOMO-LUMO gap in eV: 9.2
Structure (SMILES): C=C[C@@](S)(C#N)[C@@H](C#N)CC(=O)N(C)C.O=S1(=O)OCCO1.O=S1(=O)OCCO1.O=S1(=O)OCCO1.O=S1(=O)OCCO1
LUMO in eV: 0.0

ORCA input file:
```
! RIJCOSX wB97M-V def2-TZVPD def2/J DEFGRID3
* xyz 0 1
C -0.952 -1.958 0.084
C -1.014 -1.004 -1.062
C -0.949 0.632 -0.970
S 0.907 1.077 -1.048
C -1.611 1.268 -2.330
N -2.412 1.650 -3.296
C -1.499 1.273 0.435
C -1.348 2.939 0.429
N -1.638 4.176 0.082
C -2.984 0.758 0.902
C -4.203 1.115 -0.135
O -4.298 2.337 -0.711
N -5.241 0.014 -0.372
C -6.430 0.521 -1.158
C -4.618 -1.225 -0.977
H -1.255 -1.710 1.188
H -0.626 -3.079 -0.153
H -1.131 -1.476 -2.143
H 1.139 1.596 -2.362
H -0.742 0.915 1.284
H -3.005 -0.396 1.169
H -3.231 1.321 1.917
H -7.187 1.090 -0.432
H -6.158 1.157 -2.110
H -7.039 -0.420 -1.572
H -5.399 -1.985 -1.425
H -4.056 -1.816 -0.110
H -3.889 -0.920 -1.844
O 0.695 -2.315 2.079
S 2.068 -2.144 2.500
O 2.466 -1.207 3.525
O 2.977 -1.879 1.173
C 3.987 -2.883 1.080
C 3.400 -4.116 1.764
O 2.670 -3.611 2.880
H 4.874 -2.524 1.611
H 4.240 -3.073 0.034
H 4.171 -4.817 2.092
H 2.694 -4.633 1.105
O 5.813 0.047 -4.375
S 5.708 0.710 -3.095
O 6.047 0.070 -1.845
O 4.206 1.334 -2.968
C 4.292 2.745 -2.775
C 5.589 3.172 -3.458
O 6.516 2.124 -3.186
H 4.331 2.939 -1.698
H 3.417 3.242 -3.202
H 5.963 4.126 -3.080
H 5.460 3.235 -4.543
O -1.198 -6.421 -0.117
S -2.255 -5.534 0.316
O -2.716 -4.416 -0.473
O -1.888 -4.998 1.811
C -2.932 -5.359 2.715
C -3.546 -6.632 2.141
O -3.545 -6.443 0.727
H -3.661 -4.543 2.735
H -2.530 -5.511 3.720
H -4.562 -6.806 2.505
H -2.925 -7.506 2.365
O 4.243 6.288 2.096
S 3.386 5.567 1.181
O 3.864 4.504 0.327
O 2.595 6.656 0.261
C 1.188 6.486 0.427
C 1.009 5.922 1.834
O 2.097 5.018 2.015
H 0.839 5.776 -0.329
H 0.671 7.440 0.296
H 0.054 5.406 1.958
H 1.096 6.711 2.589
*
```


# 3
Below is one molecule with the formula C18H29N3O3S in a non-equilibrium geometry, with properties calculated with wB97M-V/def2-TZVPD.

Output
HOMO-LUMO gap in eV: 8.4
Structure (SMILES): CCN(CC)S(=O)(=O)c1ccc(N(C)C)c(NC(=O)C2CCCC2)c1
Relative energy (zero: lowest compared OMol25 entry of this formula, charge and spin) in kJ/mol: 110.4
LUMO in eV: 0.6

ORCA input file:
```
! RIJCOSX wB97M-V def2-TZVPD def2/J DEFGRID3
* xyz 0 1
C -2.591 -1.688 1.596
C -3.680 -2.020 0.575
N -4.376 -0.880 0.025
C -5.008 0.066 0.913
C -6.153 -0.564 1.700
S -3.789 -0.276 -1.409
O -4.738 0.689 -1.882
O -3.473 -1.399 -2.247
C -2.265 0.564 -1.012
C -2.279 1.823 -0.442
C -1.089 2.439 -0.120
C 0.154 1.820 -0.348
N 1.319 2.485 -0.094
C 2.482 2.357 -0.934
C 1.367 3.579 0.841
C 0.134 0.496 -0.849
N 1.308 -0.285 -0.949
C 2.150 -0.501 0.107
O 2.049 0.082 1.162
C 3.215 -1.553 -0.191
C 4.322 -1.550 0.880
C 5.561 -1.003 0.174
C 5.412 -1.536 -1.247
C 3.927 -1.322 -1.542
C -1.068 -0.096 -1.202
H -1.874 -0.979 1.188
H -2.063 -2.599 1.865
H -3.021 -1.266 2.501
H -3.248 -2.530 -0.287
H -4.417 -2.689 1.030
H -5.401 0.848 0.262
H -4.280 0.515 1.604
H -6.691 0.211 2.241
H -5.783 -1.292 2.418
H -6.839 -1.059 1.019
H -3.222 2.324 -0.295
H -1.112 3.439 0.281
H 2.243 1.794 -1.833
H 3.305 1.865 -0.406
H 2.815 3.354 -1.237
H 0.669 3.402 1.657
H 2.372 3.625 1.262
H 1.141 4.544 0.370
H 1.310 -0.970 -1.691
H 2.698 -2.517 -0.193
H 4.022 -0.940 1.731
H 4.510 -2.564 1.233
H 6.486 -1.325 0.651
H 5.540 0.088 0.165
H 6.053 -1.024 -1.963
H 5.650 -2.600 -1.268
H 3.567 -1.993 -2.321
H 3.771 -0.295 -1.878
H -1.090 -1.094 -1.615
*
```


# 4
Below is C18H29N4RuSi as an isolated structure in a non-equilibrium geometry, with properties calculated with wB97M-V/def2-TZVPD.

Output
HOMO-LUMO gap (spin up / spin down) in eV: 5.9 / 6.4
<S²>: 0.805
Relative energy (zero: lowest compared OMol25 entry of this formula, charge and spin) in kJ/mol: 199.9
LUMO (spin up / spin down) in eV: -8.7 / -8.1

ORCA input file:
```
! RIJCOSX wB97M-V def2-TZVPD def2/J DEFGRID3
* xyz 2 2
Ru 0.016 -1.040 0.470
N 0.164 1.000 -0.678
C -0.627 1.913 0.166
C -0.107 1.935 1.610
N -0.066 0.620 2.277
C 1.163 0.469 3.079
C 2.415 0.276 2.226
N 2.278 -0.977 1.476
C -1.234 0.405 3.147
C -2.522 0.102 2.385
N -2.302 -1.043 1.493
H 1.126 1.344 -0.750
H -0.221 0.994 -1.625
H -1.672 1.589 0.124
H -0.575 2.942 -0.215
H -0.727 2.627 2.190
H 0.901 2.350 1.593
H 1.055 -0.436 3.688
H 1.292 1.324 3.755
H 3.286 0.265 2.892
H 2.560 1.087 1.507
H 2.310 -1.770 2.122
H 3.054 -1.095 0.825
H -1.405 1.281 3.788
H -1.021 -0.453 3.794
H -2.844 0.959 1.794
H -3.306 -0.103 3.123
H -3.086 -1.136 0.848
H -2.279 -1.903 2.049
C -2.728 -3.552 -3.952
C -1.960 -2.426 -3.695
C -1.263 -2.328 -2.502
C -1.291 -3.385 -1.596
C -2.092 -4.492 -1.837
C -2.805 -4.575 -3.022
Si -0.159 -3.436 -0.046
C 1.713 -3.529 -0.495
C 2.249 -2.957 -1.647
C 3.563 -3.219 -2.000
C 4.357 -4.019 -1.191
C 3.836 -4.561 -0.025
C 2.524 -4.305 0.331
H -3.283 -3.621 -4.876
H -1.903 -1.630 -4.422
H -0.663 -1.436 -2.276
H -2.131 -5.304 -1.125
H -3.406 -5.450 -3.214
H -0.489 -4.654 0.738
H 1.631 -2.357 -2.302
H 3.963 -2.807 -2.914
H 5.378 -4.227 -1.473
H 4.446 -5.189 0.606
H 2.118 -4.745 1.231
*
```